{
  "formula": "C38H58F21N2O17P",
  "method": "wB97M-V/def2-TZVPD",
  "species": ["O", "C", "H", "H", "H", "F", "P", "O", "H", "H", "C", "O", "H", "H", "C", "H", "C", "F", "O", "C", "H", "O", "H", "C", "H", "C", "H", "H", "H", "H", "F", "C", "H", "H", "O", "H", "F", "H", "C", "C", "C", "H", "F", "O", "C", "C", "H", "H", "H", "F", "H", "H", "F", "O", "H", "F", "H", "F", "F", "H", "H", "H", "H", "O", "F", "C", "H", "H", "C", "H", "H", "N", "O", "O", "H", "C", "O", "F", "H", "H", "C", "C", "H", "C", "O", "H", "O", "C", "F", "H", "F", "O", "H", "F", "H", "C", "H", "O", "F", "H", "F", "C", "H", "H", "F", "C", "F", "H", "O", "H", "C", "H", "C", "C", "H", "H", "C", "F", "H", "H", "F", "H", "H", "C", "N", "H", "C", "C", "C", "C", "C", "C", "H", "C", "C", "C", "C"],
  "xyz": [[0.94814, 6.21870, -6.85742], [-0.44089, -7.42720, 0.94888], [-0.45288, -7.72430, -0.09565], [0.62197, -11.66643, 4.30750], [0.75429, 8.84600, -6.41326], [0.20094, 9.12606, -3.50212], [1.49533, -4.43300, 0.40752], [-3.77324, 10.77468, 4.24778], [2.83791, 6.62003, -6.08725], [1.52632, -5.13463, -2.35413], [-4.15704, -5.55037, -3.75373], [-1.68257, 10.38504, 3.50538], [-1.39122, 9.32481, 1.80378], [2.23308, -5.38692, -0.32795], [1.03498, -12.28840, 3.51702], [-2.43237, -5.11187, 2.60508], [0.50824, -2.74545, -1.45352], [-1.45525, 10.11057, 6.34453], [1.78599, -3.09111, 2.76290], [0.24677, -1.39323, -0.84411], [6.46822, 1.14352, 6.89233], [-4.76005, 1.85999, -2.50788], [-0.80492, -1.15095, -0.88860], [-5.66816, -4.12399, -2.69219], [2.79527, -12.87262, 4.60671], [2.11656, -4.22236, -2.29582], [-1.38131, 5.98691, -0.75112], [0.56989, -1.17723, 3.74729], [1.93572, -3.69033, -3.22099], [5.71502, -0.88089, 5.61159], [-3.07206, 3.88785, -1.51291], [-0.38560, 8.65045, -1.25281], [0.12453, -4.17123, 0.27533], [0.20387, -12.73345, 2.97221], [6.76402, 2.32872, 5.22902], [4.65022, 0.48453, 5.26363], [0.35902, 3.77129, -8.21800], [-2.35207, -6.76544, 3.13069], [1.41789, 5.86826, -8.04269], [1.00372, -6.96906, 1.28788], [6.11730, 4.53455, 4.89276], [-4.65303, -5.28233, -4.68595], [-1.85623, 2.30107, -0.69274], [-5.54628, -3.27906, -3.53002], [-2.58816, 10.77033, 4.38603], [1.95656, -13.34140, 4.09172], [0.27275, 7.16733, 0.71000], [-2.93993, -3.75585, -3.60227], [1.57354, -1.17157, 5.22524], [0.68808, 4.86825, -10.04809], [2.02775, -0.16938, 3.83814], [1.34431, -7.58004, 2.11665], [-7.01381, -2.75266, -1.31705], [-0.29862, -3.31723, -2.21164], [-2.82680, 10.71856, 0.34817], [-7.68866, -4.77183, -1.66867], [-0.05957, 5.24969, -1.64790], [5.06989, 5.33010, 4.99628], [-3.91528, 2.49100, -0.09493], [-0.32075, 4.82460, 0.05138], [-2.13483, -5.11913, -4.38160], [1.90307, -5.55054, 2.38429], [-6.22950, 1.59533, -3.85274], [-1.31904, 8.67279, -0.50677], [-6.00725, -4.40136, -0.35926], [2.70364, -10.70699, 0.63074], [2.60825, -2.33636, 1.04640], [-3.33701, 11.68236, 1.74172], [1.77943, 8.47639, -6.44177], [-0.68809, -8.29896, 1.54662], [3.46241, -3.72423, 1.66434], [1.75314, -3.36647, -1.14385], [4.94171, 3.01927, 6.34697], [-5.05348, -5.28851, -2.65427], [-4.62329, 1.21387, -4.46386], [-2.52549, 11.08497, 1.32706], [2.48401, 6.14020, -8.50304], [3.20039, -11.18864, -0.49770], [2.36159, -13.97977, 3.30771], [2.38522, 9.07146, -5.75978], [1.97537, -11.80513, 1.42358], [-2.18746, 9.92210, 2.23287], [-5.98066, -0.85754, -4.07517], [1.82576, 7.01916, -6.04051], [1.65174, -12.85124, 0.95226], [-1.65970, 11.73801, 1.20850], [0.61020, 7.78706, -1.25967], [-5.28769, 1.11053, -3.60716], [-0.83622, 11.97714, 5.44279], [7.68077, 0.61328, 5.72852], [6.39292, 4.36819, 3.59753], [1.74951, -11.37941, 2.65537], [1.46437, 6.89244, -5.02243], [-1.27005, 10.39765, -2.56630], [-3.04560, 9.27023, 2.38912], [5.66658, 0.10714, 5.15767], [2.15545, 8.62057, -7.45391], [3.64033, -2.36123, 3.83744], [3.70595, -10.17873, 1.33662], [-4.56855, -0.82965, -3.02165], [0.80116, 10.54964, -1.98783], [-1.79877, -5.99567, 2.60118], [-2.36276, -5.09558, -2.62736], [-4.00766, -6.62735, -3.75205], [-2.72473, 11.85168, 6.47706], [-2.81872, -4.83705, -3.58230], [-0.84340, 5.51150, -8.67222], [1.58550, 6.38555, -0.15783], [-2.69592, 1.08186, -2.92219], [-6.14963, -0.41583, -2.37158], [-3.47631, 1.73814, -2.30127], [-2.46944, -6.87269, 0.80375], [6.68000, 1.02559, 5.83074], [-1.88735, 11.19326, 5.68918], [3.17693, -4.44057, -2.25022], [0.78902, -0.66848, -1.44475], [0.56347, 6.74399, -0.25111], [1.84683, -9.72385, 0.33080], [-1.42702, -5.53313, 0.52110], [5.87113, 0.01192, 4.09135], [7.15886, 5.13876, 5.46761], [0.63012, -1.36214, 0.17089], [1.64616, -7.24044, 0.44614], [-0.35264, 5.63810, -0.67197], [1.15068, -5.57344, 1.70874], [1.41471, -13.96656, 4.80004], [-6.61001, -4.00599, -1.47998], [-0.16377, 9.70116, -2.35358], [5.84296, 3.19312, 5.58465], [2.43906, -2.20186, 3.59687], [-3.07512, 2.61506, -1.12215], [-1.55063, -6.40571, 1.15452], [-0.89434, -5.73379, 3.13070], [1.56990, -1.10132, 4.14577], [-5.51005, -0.33424, -3.24901], [2.47150, -3.30157, 1.51323], [0.38101, 4.99067, -8.76567]],
  "forces_ev_per_angstrom": [[-0.1, -0.1, 0.1], [0.2, 0.6, -0.2], [-0.1, -0.2, -0.2], [0.1, 0.1, -0.1], [0.0, 0.0, 0.1], [0.0, -0.1, -0.2], [0.1, 0.2, 0.6], [-0.2, 0.0, 0.1], [0.0, -0.1, -0.2], [0.0, -0.3, 0.0], [0.7, -0.1, -0.4], [0.1, -0.1, 0.1], [0.1, 0.0, 0.1], [-0.1, 0.0, 0.0], [-0.2, -0.3, 0.4], [-0.1, 0.1, 0.1], [-0.6, -1.5, -1.3], [0.1, -0.1, 0.1], [0.0, 0.9, 0.0], [0.0, -0.6, -0.2], [-0.1, 0.1, 0.0], [-0.4, 0.3, 0.2], [-0.2, 0.0, 0.1], [0.3, -0.1, -0.1], [-0.1, 0.0, 0.1], [0.1, 0.3, 0.3], [0.0, 0.0, 0.1], [-0.2, 0.0, 0.0], [0.0, 0.2, -0.1], [0.0, 0.0, 0.0], [0.0, 0.5, 0.0], [0.1, -0.2, 0.1], [0.0, -0.1, 0.0], [0.1, 0.0, -0.1], [0.2, -0.2, -0.3], [0.0, 0.0, 0.1], [0.0, -0.1, 0.1], [0.1, -0.2, 0.2], [0.0, 0.1, 0.2], [-0.6, -0.2, 0.5], [0.0, 0.0, -0.1], [0.0, 0.1, 0.1], [0.2, 0.0, 0.0], [-0.3, 0.0, 0.1], [0.1, -0.1, -0.2], [0.2, 0.0, -0.2], [-0.1, 0.2, -0.1], [0.0, 0.0, -0.1], [0.0, 0.1, 0.2], [0.1, 0.0, -0.2], [0.0, 0.3, 0.1], [0.2, -0.1, 0.1], [0.0, 0.2, 0.0], [1.1, 1.5, 1.3], [0.0, 0.0, 0.0], [-0.1, -0.1, 0.0], [0.1, -0.1, 0.0], [-0.4, 0.3, 0.0], [-0.1, 0.0, 0.1], [0.0, 0.0, 0.0], [0.0, 0.0, 0.0], [0.0, 0.1, 0.2], [0.0, 0.1, 0.1], [-0.1, 0.1, 0.0], [0.1, 0.0, 0.1], [0.2, 0.0, 0.0], [0.0, 0.1, -0.4], [0.0, -0.1, 0.0], [-0.1, 0.0, -0.3], [0.0, -0.3, 0.0], [0.1, -0.2, 0.1], [-0.8, 0.4, -0.5], [-0.3, 0.0, 0.1], [0.0, -0.1, 0.1], [0.1, 0.0, 0.1], [0.0, 0.2, 0.2], [0.2, 0.0, -0.2], [0.0, -0.1, -0.2], [-0.1, 0.0, 0.0], [0.0, 0.0, 0.0], [-0.1, 0.0, 0.2], [-0.1, -0.1, -0.4], [0.0, 0.0, 0.0], [0.2, 0.3, 0.4], [0.0, -0.2, -0.2], [0.0, -0.1, -0.1], [0.2, 0.0, 0.1], [-0.5, -0.2, -0.7], [0.1, 0.1, 0.0], [0.0, 0.1, 0.0], [0.1, 0.0, -0.2], [0.0, 0.1, 0.0], [-0.1, -0.1, -0.1], [-0.2, 0.1, 0.0], [-0.1, 0.1, 0.2], [0.0, 0.5, -0.1], [0.1, 0.0, 0.0], [-2.7, 0.8, -0.5], [0.1, 0.1, 0.1], [0.0, 0.0, -0.1], [0.1, 0.1, 0.1], [-0.3, 0.3, -0.2], [0.0, -0.1, 0.0], [-0.1, 0.0, 0.2], [-0.1, 0.1, 0.1], [-0.4, 0.1, 0.2], [-0.1, 0.0, 0.0], [0.1, 0.2, -0.2], [0.3, -0.1, -0.1], [-0.1, 0.0, 0.0], [0.2, -0.3, -0.1], [-0.2, 0.0, -0.2], [0.0, -0.7, 0.2], [0.0, 0.1, 0.0], [0.2, -0.2, 0.1], [0.2, 0.2, 0.0], [0.2, -0.1, 0.3], [-0.1, 0.1, -0.1], [0.2, 0.2, -0.1], [0.1, -0.1, 0.0], [0.3, 0.1, 0.1], [0.0, 0.1, 0.2], [0.2, 0.2, -0.2], [-0.4, -0.2, -0.3], [0.5, -0.1, -0.4], [0.0, 0.0, 0.0], [0.0, 0.1, 0.0], [-0.1, 0.1, -0.1], [0.0, 0.0, 0.1], [2.5, -1.3, 0.2], [0.2, -0.1, 0.3], [-0.2, -0.3, 0.3], [0.2, -0.1, 0.1], [0.3, -0.7, -0.3], [0.2, 0.1, 0.3], [-0.3, 0.0, 0.0], [0.0, 0.0, -0.1]],
  "lowdin_charge": [0.036, -0.195, 0.098, 0.125, 0.081, 0.164, 0.942, 0.173, 0.126, 0.065, -0.182, 0.037, 0.099, 0.056, -0.193, 0.067, -0.564, 0.169, -0.092, 0.009, 0.125, 0.051, 0.079, -0.396, 0.084, -0.161, 0.076, 0.082, 0.081, 0.082, 0.172, -0.395, 0.061, 0.126, 0.041, 0.070, 0.170, 0.068, -0.407, -0.284, -0.570, 0.124, 0.164, 0.154, -0.410, -0.059, 0.124, 0.073, 0.093, 0.179, 0.091, 0.104, 0.171, 0.020, 0.073, 0.172, 0.090, 0.182, 0.176, 0.086, 0.086, 0.070, 0.127, 0.158, 0.173, -0.554, 0.087, 0.079, -0.061, 0.102, 0.103, -0.259, 0.174, 0.041, 0.129, -0.056, 0.175, 0.183, 0.078, 0.084, -0.407, -0.192, 0.080, -0.192, 0.178, 0.087, 0.042, -0.191, 0.169, 0.125, 0.169, 0.031, 0.118, 0.182, 0.130, -0.060, 0.079, 0.083, 0.170, 0.076, 0.175, -0.108, 0.069, 0.123, 0.177, -0.058, 0.170, 0.128, 0.173, 0.082, -0.428, 0.102, -0.187, -0.560, 0.073, 0.093, -0.184, 0.162, 0.070, 0.083, 0.174, 0.063, 0.071, -0.066, -0.243, 0.083, -0.555, -0.554, -0.418, -0.470, -0.563, -0.277, 0.053, 0.032, -0.067, -0.239, -0.561],
  "smiles": "CCCCN[PH2](COC(C)=O)N(C)C(C)=O.CCOC(=O)C(F)(F)F.CCOC(=O)C(F)(F)F.CCOC(=O)C(F)(F)F.CCOC(=O)C(F)(F)F.CCOC(=O)C(F)(F)F.CCOC(=O)C(F)(F)F.CCOC(=O)C(F)(F)F",
  "e_tot_ha": -5309.9683,
  "orbital_gap_ev": 9.376
}